1.
Below is a molecular structure, F4InN4O14S4 in a non-equilibrium geometry, with properties calculated with wB97M-V/def2-TZVPD.

Properties
max |F|	5.4	eV Å⁻¹
Kohn-Sham gap	3.66	eV
total charge	-1
energy above the lowest of the compared OMol25 structures with the same formula, charge and spin	0.640	eV

Atoms and positions in Å:
In 3.612287 12.497279 17.980567
N 4.690443 11.670005 20.340597
S 3.998464 10.878722 21.547937
O 3.708176 11.652248 22.691423
O 4.415519 9.525749 21.646114
F 2.545059 10.784277 20.866072
S 6.198216 11.777851 20.968300
O 7.018875 10.637451 20.773526
O 6.309763 12.486440 22.187188
F 6.759395 12.809557 19.892340
N 3.486770 14.503618 16.216526
S 2.545645 15.796384 16.180617
O 1.302821 15.667034 15.513246
O 3.183637 17.065996 16.176136
F 2.163922 15.637610 17.750618
S 4.240558 14.724319 14.764831
O 5.504777 15.343086 14.916205
O 3.403821 14.986560 13.652358
F 4.609818 13.186903 14.551179
N 2.120363 14.072767 21.110114
O 1.275783 13.734840 21.921035
O 3.041230 14.808981 21.362409
O 1.954916 13.576833 19.945989
N 1.751700 10.224522 15.586327
O 1.165885 9.734632 16.530224
O 2.789503 10.945260 15.764018
O 1.409454 10.057907 14.431403

Cartesian forces (eV/Å) of the 2 atoms listed first:
In -1.181 0.545 0.373
N 1.022 0.487 0.149

2.
Below is a molecular structure, F4KN2O8S4 in a non-equilibrium geometry, with properties calculated with wB97M-V/def2-TZVPD.

Properties
max |F|	11.5	eV Å⁻¹
Kohn-Sham gap	9.40	eV
total charge	-1
energy above the lowest of the compared OMol25 structures with the same formula, charge and spin	3.317	eV

Atoms and positions in Å:
K -1.024448 -1.031478 0.476535
N -2.141118 0.654142 -1.502625
S -2.723868 0.411832 -2.863455
O -1.947218 0.333682 -4.113145
O -4.081628 0.919062 -3.041045
F -2.999018 -1.217318 -2.601595
S -1.192588 1.840992 -2.028655
O -1.847308 3.052442 -2.532025
O 0.070292 1.385212 -2.623665
F -0.694638 2.251062 -0.533175
N 1.313832 -1.415448 1.824735
S 2.395232 -0.161388 1.614455
O 3.585352 -0.407078 0.796955
O 2.347192 0.885532 2.641615
F 1.395092 0.517382 0.496165
S 1.901032 -1.752808 3.172815
O 1.311002 -1.002688 4.279365
O 3.273972 -2.169588 3.242385
F 1.058842 -3.093548 3.294365

Cartesian forces (eV/Å) of the 2 atoms listed first:
K 0.182 0.289 -0.190
N 2.247 1.730 1.331

3.
Below is a molecular structure, F4LiSr in a non-equilibrium geometry, with properties calculated with wB97M-V/def2-TZVPD.

Properties
max |F|	2.2	eV Å⁻¹
Kohn-Sham gap (spin up / spin down)	11.31 / 4.30	eV
energy above the lowest of the compared OMol25 structures with the same formula, charge and spin	0.000	eV
multiplicity	2
⟨S²⟩	0.764

Atoms and positions in Å:
Sr 0.070000 0.463340 -0.263869
Li 1.146116 -1.789151 1.357478
F -1.631511 -0.087530 -2.164214
F 1.726866 0.358730 1.559619
F -1.118209 2.944152 -0.200949
F -0.193263 -1.889541 -0.288065

Cartesian forces (eV/Å) of the 2 atoms listed first:
Sr -0.764 0.777 -0.222
Li -0.210 0.568 -0.521

4.
Below is a single F4NP molecule in a non-equilibrium geometry, with properties calculated with wB97M-V/def2-TZVPD.

Properties
max |F|	3.9	eV Å⁻¹
SMILES string	FN=P(F)(F)F
Kohn-Sham gap	9.89	eV
energy above the lowest of the compared OMol25 structures with the same formula, charge and spin	0.441	eV

Atoms and positions in Å:
F 1.913363 -0.357461 -0.410569
N 1.208222 0.331767 0.503008
P -0.369331 -0.060048 0.178853
F -1.622066 -1.109331 0.525131
F -0.526969 -0.249109 -1.361906
F -1.138798 1.238318 0.563005

Cartesian forces (eV/Å) of the 2 atoms listed first:
F 1.945 -1.394 -1.502
N -3.649 0.065 1.251

5.
Below is 16 unconnected molecules or ions with the total composition F6H30O15P in a non-equilibrium geometry, with properties calculated with wB97M-V/def2-TZVPD.

Properties
max |F|	1.9	eV Å⁻¹
Kohn-Sham gap	10.19	eV
total charge	-1
energy above the lowest of the compared OMol25 structures with the same formula, charge and spin	0.546	eV

Atoms and positions in Å:
P -0.278197 -0.321622 -0.531639
F 1.294805 -0.293306 -0.892479
F -0.371686 -1.872059 -1.046910
F -0.004996 -0.797643 0.971444
F -1.887270 -0.438794 -0.178903
F -0.298946 1.205507 -0.079729
F -0.652788 0.107323 -2.049054
O 0.235492 -4.707834 -0.053670
H 0.910504 -4.132933 -0.424549
H -0.505390 -4.117616 0.122462
O -3.618047 -1.944481 -1.851925
H -4.178879 -1.165429 -1.773847
H -2.915684 -1.794731 -1.205143
O -0.871188 -0.245175 -4.753770
H -0.904063 -0.086074 -3.794627
H 0.062987 -0.373949 -4.944453
O 2.245535 0.238139 2.934272
H 2.447257 -0.605241 2.476687
H 1.321332 0.170760 3.252423
O 2.792539 2.203721 0.852686
H 2.849810 1.769917 1.720836
H 2.318790 1.566429 0.304304
O 3.814322 -0.166272 -3.149635
H 4.011199 -1.097445 -3.004753
H 3.550636 0.164075 -2.282015
O -1.347294 4.163142 -0.493737
H -1.572048 5.084215 -0.667164
H -0.474317 4.193704 -0.013157
O -3.371424 2.347373 0.032341
H -2.821540 3.125982 -0.203441
H -2.730726 1.654096 0.213844
O -2.335810 -0.874442 2.634067
H -1.979661 -0.673920 1.750908
H -3.248302 -1.138284 2.481438
O -0.415161 -2.744825 3.581034
H -0.812292 -1.865195 3.490627
H 0.302759 -2.632348 4.211897
O -0.253961 -3.534341 -3.505039
H -0.748689 -2.819668 -3.084624
H 0.630130 -3.466035 -3.135087
O -0.208649 0.543162 4.247441
H -0.394114 0.277923 5.154069
H -1.057296 0.445646 3.781549
O 0.156918 2.860064 -2.548007
H 0.026383 1.947588 -2.249364
H -0.307095 3.395712 -1.884937
O 2.693102 -1.877115 0.901764
H 2.048495 -1.696385 0.196175
H 3.554921 -1.820202 0.475855
O 0.791674 4.052963 1.120304
H 1.141177 4.514418 1.887269
H 1.364765 3.271493 1.005966

Cartesian forces (eV/Å) of the 2 atoms listed first:
P -1.536 -0.966 -0.465
F 0.025 0.266 0.160

6.
Below is a molecular structure, F8H12N4Na4O22S8 in a non-equilibrium geometry, with properties calculated with wB97M-V/def2-TZVPD.

Properties
max |F|	14.6	eV Å⁻¹
Kohn-Sham gap	4.41	eV

Atoms and positions in Å:
Na 6.494860 13.493230 -0.296050
Na 12.276200 23.069800 -4.234160
Na 3.802250 21.790230 -7.938110
Na 1.829890 16.033090 -6.412660
N 5.413500 18.921300 -4.787960
S 4.856980 19.402920 -3.192730
O 4.741760 20.865200 -3.048080
O 5.219550 18.629790 -2.037210
F 3.282510 19.041800 -3.398160
S 6.797640 18.700970 -4.415010
O 7.107640 17.433190 -3.743830
O 7.653210 19.837670 -4.189840
F 7.274130 18.344110 -5.950550
N -2.967000 16.735730 -6.243070
S -3.763700 15.714400 -7.357550
O -4.834970 16.276630 -8.103310
O -3.610960 14.266560 -7.128100
F -2.689660 15.953070 -8.533520
S -4.130310 16.785140 -5.222950
O -4.303690 15.624860 -4.304370
O -5.240140 17.605720 -5.690270
F -3.357770 17.770270 -4.237760
N 11.352760 25.381720 -0.427000
S 10.414800 26.420440 -0.025730
O 10.160440 27.549640 -0.896800
O 9.952170 26.560410 1.362050
F 9.164750 25.625030 -0.588370
S 12.557280 26.182380 0.416300
O 12.700590 25.810970 1.761310
O 12.995140 27.506080 0.003500
F 13.686190 25.219630 -0.236900
N 2.300030 12.418920 1.190950
S 2.053550 12.216160 2.684460
O 1.084750 11.231560 3.019230
O 2.242010 13.317700 3.560860
F 3.453290 11.430620 2.879170
S 0.740890 13.016800 0.869740
O 0.398040 14.206490 1.632930
O -0.319330 12.076650 0.558030
F 1.121790 13.655910 -0.574490
O 5.421250 20.578060 3.938460
H 4.766230 20.658220 4.631820
H 5.097870 19.868170 3.383730
O 0.503280 25.253630 -1.317270
H 0.970440 24.424110 -1.217880
H -0.239040 25.044580 -1.884270
O -0.238170 20.034580 -8.310740
H -0.833590 19.452700 -7.838380
H -0.742650 20.330440 -9.068500
O 10.070970 20.875920 0.560720
H 10.298410 21.804310 0.509670
H 9.282880 20.851400 1.103440
O 10.444040 12.171030 -5.512100
H 10.251830 11.448700 -4.914170
H 9.606390 12.362950 -5.933700
O 3.865760 27.983140 -3.627990
H 3.255270 27.359250 -3.235200
H 4.591550 28.032820 -3.005900

Cartesian forces (eV/Å) of the 2 atoms listed first:
Na -0.337 0.062 0.219
Na -0.105 0.159 0.400

no.,electronic energy (Ha)
1,-3454.364893
2,-3303.632639
3,-437.749266
4,-795.553486
5,-2087.522898
6,-6514.716026